Entry 1:
Here is C2H5NO2S as an isolated structure at a distorted geometry from the OMol25 dataset. Energies are from the ωB97M-V functional and the def2-TZVPD basis.

Results
**HOMO level**: -9.632 eV
**Lowest unoccupied orbital energy**: -0.423 eV
**2S+1**: 1
**Gap between HOMO and LUMO**: 9.2 eV
**Relative energy (zero: lowest compared OMol25 entry of this formula, charge and spin)**: 116.6 kcal/mol
**Largest force on an atom**: 0.08577 Eh/bohr

Last column: Löwdin charge in e.
Element x y z (Å)
S 0.0057 -0.7612 1.2901  1.02
O 0.5886 1.1434 1.8915  -0.36
O 1.1848 -1.4386 0.9334  -0.42
N -0.6920 -0.3768 -0.1472  -0.51
C 0.2508 0.2040 -1.1410  -0.06
C -1.9824 -0.6566 -0.0966  0.02
H 1.2501 -0.2800 -0.8874  0.09
H 0.2475 1.2416 -0.8462  0.08
H -2.3758 -0.3424 -1.1422  0.05
H 0.0883 0.0727 -2.2120  0.09
H 1.4345 1.1939 2.3575  -0.01

Entry 2:
Here is a 2-piece molecular cluster, C3H9N2O overall at a distorted geometry from the OMol25 dataset. Energies are from the ωB97M-V functional and the def2-TZVPD basis.

Results
**HOMO level (spin up / spin down)**: -12.516 / -12.514 eV
**Charge**: +1
**Lowest unoccupied orbital energy (spin up / spin down)**: -4.233 / -4.233 eV
**2S+1**: 1
**Gap between HOMO and LUMO (spin up / spin down)**: 8.3 / 8.3 eV
**Relative energy (zero: lowest compared OMol25 entry of this formula, charge and spin)**: 137.6 kcal/mol
**Largest force on an atom**: 0.08537 Eh/bohr

Last column: Löwdin charge in e.
Element x y z (Å)
O 1.9421 0.1360 -0.8864  0.05
N 1.2067 0.0313 0.2904  -0.33
N -1.6784 -0.7034 -0.4171  0.11
C 0.9491 -1.1628 0.7314  0.05
C -1.4920 0.5649 -0.5585  -0.05
C 0.5362 1.1040 0.6126  -0.02
H 0.7018 -1.3759 1.7610  0.09
H -2.1900 -1.1532 0.2786  0.11
H -1.1375 0.9017 -1.5454  0.12
H 0.9461 2.0698 0.1183  0.14
H -2.2384 1.2560 -0.1002  0.13
H -1.2588 -1.3431 -1.1376  0.17
H 2.6168 0.8608 -0.8163  0.16
H 1.3128 -2.1504 0.2053  0.15
H -0.2165 0.9642 1.4638  0.13

Entry 3:
Here is a 3-piece molecular cluster, C2H7O2Si2 overall at a distorted geometry from the OMol25 dataset. Energies are from the ωB97M-V functional and the def2-TZVPD basis.

Results
**HOMO level**: -2.602 eV
**Charge**: -1
**Lowest unoccupied orbital energy**: 3.447 eV
**2S+1**: 1
**Gap between HOMO and LUMO**: 6.0 eV
**Relative energy (zero: lowest compared OMol25 entry of this formula, charge and spin)**: 34.8 kcal/mol
**Largest force on an atom**: 0.06725 Eh/bohr

Last column: Löwdin charge in e.
Element x y z (Å)
Si 0.4121 -0.3343 0.0809  0.10
Si -0.1617 1.8703 0.0064  0.16
O 2.4082 2.9017 3.5857  0.11
O 0.7231 1.4042 4.0589  0.17
C 1.5327 2.1164 3.6786  -0.52
C -0.4611 -0.9556 -1.5002  -0.43
H -1.5297 -0.8092 -1.5238  -0.02
H 0.9786 2.4199 1.4501  -0.12
H 0.1147 -1.5135 1.1636  -0.09
H -0.3071 -1.9774 -1.6834  -0.05
H -0.1660 -0.3231 -2.4873  0.06
H -1.3266 2.5658 0.8054  -0.26
H 1.8731 -0.3697 -0.0634  -0.12

Repeat the first record exactly.
Here is C2H5NO2S as an isolated structure at a distorted geometry from the OMol25 dataset. Energies are from the ωB97M-V functional and the def2-TZVPD basis.

Results
**HOMO level**: -9.632 eV
**Lowest unoccupied orbital energy**: -0.423 eV
**2S+1**: 1
**Gap between HOMO and LUMO**: 9.2 eV
**Relative energy (zero: lowest compared OMol25 entry of this formula, charge and spin)**: 116.6 kcal/mol
**Largest force on an atom**: 0.08577 Eh/bohr

Last column: Löwdin charge in e.
Element x y z (Å)
S 0.0057 -0.7612 1.2901  1.02
O 0.5886 1.1434 1.8915  -0.36
O 1.1848 -1.4386 0.9334  -0.42
N -0.6920 -0.3768 -0.1472  -0.51
C 0.2508 0.2040 -1.1410  -0.06
C -1.9824 -0.6566 -0.0966  0.02
H 1.2501 -0.2800 -0.8874  0.09
H 0.2475 1.2416 -0.8462  0.08
H -2.3758 -0.3424 -1.1422  0.05
H 0.0883 0.0727 -2.2120  0.09
H 1.4345 1.1939 2.3575  -0.01